Record 1
Molecular formula: C34H57BBr6N3O6PS2
Method: DFT, wB97M-V/def2-TZVPD

Output
Highest occupied orbital energy   -7.729 eV
E_tot   -18552.09875 Eh
Molecular weight   1189.189 g mol⁻¹
Lowest unoccupied orbital energy   -0.1 eV
Structure (SMILES)   CCP(C)[C@]1(B(O)O)[C@H](c2cccnc2)[C@@H](CC[C@@H](C)CCC=C(C)C)OS(=O)(=O)[C@@H]1CCCCSc1nnco1.BrCCBr.BrCCBr.BrCCBr

Each line ends with the Löwdin charge.
Atoms and positions in Å:
1 C 4.80270 -0.25296 0.85789  -0.172
2 C 4.23011 0.99453 0.18385  -0.458
3 P 3.30730 0.59322 -1.39145  1.074
4 C 2.40182 -0.98857 -1.03948  -0.253
5 C 2.11269 2.01700 -1.65700  -0.333
6 B 2.90957 3.35407 -1.33449  -0.702
7 O 2.31210 4.40076 -0.68488  0.202
8 O 4.21338 3.46585 -1.79577  0.147
9 C 0.72244 2.04954 -0.98353  -0.195
10 C 0.68146 2.23157 0.52637  -0.176
11 C 0.05286 3.35834 1.05860  -0.011
12 C 0.00207 3.44874 2.44124  -0.051
13 C 0.55753 2.43844 3.20791  -0.156
14 N 1.18801 1.35765 2.74853  0.097
15 C 1.20974 1.30390 1.41183  -0.124
16 C -0.28180 0.99679 -1.50853  -0.265
17 C -1.48814 0.79290 -0.61142  -0.102
18 C -1.33180 -0.35132 0.41868  -0.143
19 C -2.21835 -1.56852 0.05940  -0.349
20 C -1.43562 -2.82531 0.50141  -0.060
21 C -3.56747 -1.50635 0.80672  -0.155
22 C -3.46315 -1.67438 2.33376  -0.203
23 C -3.67428 -3.10794 2.76427  -0.268
24 C -2.78668 -3.73233 3.56381  -0.409
25 C -2.30628 -5.13059 3.33038  -0.067
26 C -2.19032 -3.04241 4.76448  -0.064
27 O -0.82026 1.55737 -2.76600  -0.183
28 S 0.30941 1.47449 -3.87815  0.653
29 O 0.52947 0.12150 -4.30659  -0.255
30 O -0.12557 2.33919 -4.93668  -0.262
31 C 1.85095 2.18261 -3.25161  -0.283
32 C 2.97949 1.66300 -4.14267  -0.228
33 C 2.85083 2.20782 -5.58826  -0.186
34 C 4.21764 2.22641 -6.30015  -0.267
35 C 4.15402 1.50817 -7.64500  -0.457
36 S 5.87509 1.29066 -8.22293  0.984
37 C 5.66252 0.69268 -9.84297  -0.702
38 N 4.85779 1.10598 -10.77060  0.051
39 N 5.09849 0.29257 -11.87200  0.045
40 C 6.02114 -0.53685 -11.51769  -0.189
41 O 6.44090 -0.34538 -10.24315  0.022
42 H 5.66847 0.05139 1.44669  -0.009
43 H 4.05029 -0.71756 1.49147  0.074
44 H 5.19099 -0.94731 0.11221  0.071
45 H 3.68420 1.65552 0.85865  0.064
46 H 5.08575 1.57082 -0.17215  0.019
47 H 2.18161 -1.40808 -2.02387  0.041
48 H 3.05383 -1.69761 -0.53943  0.036
49 H 1.44627 -0.88053 -0.53495  -0.005
50 H 2.99869 5.01959 -0.41123  0.121
51 H 4.82469 3.82775 -1.14689  0.110
52 H 0.27728 2.97594 -1.36633  0.149
53 H -0.38466 4.09649 0.40214  0.127
54 H -0.49236 4.28192 2.91951  0.103
55 H 0.48048 2.51972 4.28764  0.102
56 H 1.70356 0.43599 0.99353  0.088
57 H 0.18147 0.05610 -1.80372  0.122
58 H -1.82042 1.73180 -0.17316  0.122
59 H -2.29316 0.50189 -1.28997  0.122
60 H -0.30412 -0.70027 0.41484  0.078
61 H -1.65516 0.00326 1.39357  0.113
62 H -2.36883 -1.65146 -1.01767  0.134
63 H -2.04998 -3.72236 0.46364  0.081
64 H -1.07167 -2.68870 1.52013  0.078
65 H -0.55198 -2.91122 -0.13448  0.076
66 H -4.20356 -2.30007 0.41506  0.113
67 H -3.99166 -0.51916 0.61246  0.113
68 H -2.53827 -1.29179 2.75765  0.098
69 H -4.27494 -1.07551 2.77276  0.092
70 H -4.53243 -3.65009 2.39057  0.052
71 H -2.39550 -5.77020 4.21569  0.075
72 H -2.82405 -5.62503 2.51015  0.077
73 H -1.24139 -5.08379 3.08987  0.084
74 H -2.55416 -2.02321 4.86080  0.073
75 H -2.43391 -3.60927 5.66257  0.083
76 H -1.09650 -3.02457 4.68051  0.081
77 H 1.76810 3.25550 -3.43562  0.134
78 H 2.89207 0.58306 -4.23578  0.103
79 H 3.95497 1.96924 -3.78316  0.094
80 H 2.13203 1.62443 -6.16107  0.106
81 H 2.44562 3.22055 -5.56268  0.115
82 H 4.93909 1.68070 -5.68814  0.098
83 H 4.55631 3.24538 -6.47680  0.111
84 H 3.74596 0.50927 -7.50792  0.087
85 H 3.60460 2.05953 -8.40196  0.085
86 H 6.45469 -1.30209 -12.13421  0.127
87 Br 8.96289 -0.51650 2.09603  0.619
88 C 9.13739 1.19415 3.00389  -0.697
89 C 7.80103 1.72086 3.45169  -0.673
90 Br 6.78326 2.44761 1.96075  0.696
91 H 9.64419 1.86497 2.31823  0.050
92 H 9.77597 1.00218 3.86317  0.058
93 H 7.92998 2.54999 4.14372  0.057
94 H 7.17953 0.95974 3.91239  0.056
95 Br -7.68674 -0.08137 3.51066  0.597
96 C -8.25846 -1.93437 3.32989  -0.702
97 C -7.84442 -2.76117 4.51610  -0.734
98 Br -5.93441 -3.18112 4.43302  0.817
99 H -7.84367 -2.30149 2.39609  0.052
100 H -9.34184 -1.89246 3.25408  0.021
101 H -8.34978 -3.72023 4.51112  -0.001
102 H -8.02562 -2.26461 5.46254  -0.009
103 Br -10.94700 -3.42452 5.26640  0.715
104 C -11.85092 -2.40475 6.65775  -0.669
105 C -11.45503 -0.95274 6.63228  -0.681
106 Br -9.68545 -0.67651 7.38999  0.642
107 H -11.61856 -2.88757 7.60101  0.052
108 H -12.91253 -2.51302 6.44716  0.058
109 H -12.12805 -0.36673 7.25402  0.058
110 H -11.43594 -0.53916 5.62900  0.053

=====

Record 2
Molecular formula: C48H40IrN7OS3
Method: DFT, wB97M-V/def2-TZVPD

Output
Highest occupied orbital energy (spin up / spin down)   -16.106 / -16.061 eV
Net charge   +3
E_tot   -3609.44612 Eh
Molecular weight   1019.314 g mol⁻¹
Lowest unoccupied orbital energy (spin up / spin down)   -9.2 / -9.5 eV
Spin multiplicity   2
Relative energy (zero: lowest compared OMol25 entry of this formula, charge and spin)   124.99 kJ/mol

Each line ends with the Mulliken spin population.
Atoms and positions in Å:
1 Ir 0.49814 1.67183 -1.90643  0.702
2 O -0.82342 5.47231 -2.51179  0.044
3 C -0.74011 4.27421 -2.49125  -0.044
4 N 0.44216 3.56171 -2.47717  0.132
5 C 1.65573 4.31479 -2.69397  -0.003
6 C 2.83330 3.47331 -2.39699  0.003
7 C 4.12433 3.97641 -2.42375  0.002
8 C 5.18661 3.11623 -2.21962  -0.002
9 C 4.93643 1.76404 -1.99306  0.001
10 C 3.63209 1.33609 -1.94229  -0.009
11 N 2.60435 2.18091 -2.14149  -0.002
12 C -1.92780 3.38226 -2.45168  0.027
13 C -3.21187 3.87796 -2.54101  0.000
14 C -4.26704 2.97784 -2.48370  0.000
15 C -3.99710 1.61878 -2.37800  -0.001
16 C -2.67896 1.20356 -2.31035  0.002
17 N -1.67389 2.08142 -2.33242  -0.009
18 H 1.65666 5.23101 -2.09661  0.010
19 H 1.70595 4.65917 -3.73343  0.006
20 H 4.28711 5.02898 -2.61200  0.000
21 H 6.20266 3.48614 -2.25665  0.000
22 H 5.74334 1.05715 -1.86469  0.000
23 H 3.37926 0.30046 -1.75714  0.003
24 H -3.35596 4.94366 -2.65543  0.000
25 H -5.28869 3.33060 -2.53476  0.000
26 H -4.79717 0.89211 -2.36128  0.000
27 H -2.40980 0.15638 -2.24918  0.002
28 N 0.22928 1.86483 0.01261  0.022
29 S 0.24297 1.27014 1.37197  0.031
30 N 0.39879 -0.32161 1.49618  0.015
31 S -0.57605 -1.45872 1.08009  -0.002
32 N -0.86109 -1.66800 -0.41680  0.010
33 S 0.09057 -1.63064 -1.71783  -0.011
34 N 0.47497 -0.27219 -2.16300  0.052
35 C -0.91865 -2.46352 -2.89751  0.021
36 C -1.47570 -3.69823 -2.58176  0.002
37 C -2.24752 -4.33417 -3.53706  -0.001
38 C -2.44764 -3.73848 -4.77968  0.000
39 C -1.86885 -2.51256 -5.08125  -0.001
40 C -1.09098 -1.86163 -4.13502  -0.009
41 C 1.52399 -2.64080 -1.42503  0.021
42 C 2.36299 -2.29416 -0.37170  0.011
43 C 3.53057 -3.01476 -0.19202  -0.003
44 C 3.85895 -4.04453 -1.06860  -0.001
45 C 3.01264 -4.37226 -2.11736  0.001
46 C 1.83091 -3.66802 -2.30692  -0.005
47 C -2.16705 -1.23988 1.80294  0.001
48 C -2.30798 -1.58927 3.14181  0.001
49 C -3.52521 -1.35820 3.75880  0.000
50 C -4.56787 -0.78177 3.04216  0.000
51 C -4.40600 -0.44421 1.70347  0.000
52 C -3.19693 -0.67178 1.06776  0.000
53 C 0.13831 -2.88435 1.82962  0.002
54 C -0.43201 -4.11115 1.50669  0.001
55 C 0.07248 -5.25136 2.10590  0.000
56 C 1.12234 -5.15217 3.01361  0.000
57 C 1.67093 -3.91579 3.33326  0.000
58 C 1.17691 -2.76283 2.74375  -0.002
59 C -1.18568 1.83040 2.25775  -0.002
60 C -1.30566 1.57516 3.61889  -0.002
61 C -2.40731 2.08376 4.28494  0.001
62 C -3.35963 2.82746 3.59459  0.001
63 C -3.21891 3.07261 2.23392  0.001
64 C -2.12046 2.57341 1.55160  0.000
65 C 1.66641 1.81731 2.27159  0.004
66 C 2.86475 1.12410 2.15160  0.000
67 C 3.99052 1.64418 2.76719  0.000
68 C 3.91107 2.83957 3.47433  -0.001
69 C 2.70701 3.52159 3.57848  0.000
70 C 1.56891 3.01713 2.96543  -0.005
71 H -1.29937 -4.14713 -1.61273  0.000
72 H -2.68826 -5.29784 -3.32132  0.000
73 H -3.05456 -4.23909 -5.52225  0.000
74 H -2.01293 -2.06700 -6.05601  0.000
75 H -0.61757 -0.91130 -4.34400  -0.003
76 H 2.10005 -1.47750 0.28684  -0.008
77 H 4.19321 -2.77143 0.62873  0.000
78 H 4.78618 -4.58707 -0.93991  0.000
79 H 3.27032 -5.17547 -2.79415  0.000
80 H 1.17229 -3.91615 -3.12753  0.000
81 H -1.48896 -2.04615 3.68283  0.000
82 H -3.66236 -1.63849 4.79434  0.000
83 H -5.51827 -0.60664 3.52887  0.000
84 H -5.23105 -0.01417 1.15159  0.000
85 H -3.05079 -0.43320 0.02292  0.000
86 H -1.26825 -4.16029 0.81952  0.000
87 H -0.35961 -6.21615 1.87816  0.000
88 H 1.50445 -6.04587 3.48895  0.000
89 H 2.47523 -3.84655 4.05301  0.000
90 H 1.57093 -1.78604 2.98913  0.000
91 H -0.54984 1.00580 4.14724  0.000
92 H -2.51963 1.91143 5.34698  0.000
93 H -4.21495 3.22389 4.12583  0.000
94 H -3.95715 3.66457 1.70982  0.000
95 H -1.96386 2.76227 0.49801  0.001
96 H 2.90691 0.19340 1.60114  -0.001
97 H 4.93260 1.11682 2.69826  0.000
98 H 4.79811 3.24398 3.94354  0.000
99 H 2.64707 4.44640 4.13583  0.000
100 H 0.62473 3.54106 3.03314  -0.002

=====

Which of these has the lowest molecular weight? C48H40IrN7OS3